[1]
This record from the Open Molecules 2025 dataset describes a cluster of 2 separate species, C9H14 in total in a non-equilibrium geometry. The level of theory is wB97M-V/def2-TZVPD.

Structure (XYZ):
```
23
Properties=species:S:1:pos:R:3:forces:R:3
C -1.89088 -1.32415 0.18745 0.561 0.889 0.502
C -0.55941 -0.99576 0.82791 0.116 -0.743 0.777
C -0.43040 -0.91221 2.21898 -0.345 1.029 0.093
C 0.73613 -0.44722 2.81146 0.337 -0.039 -0.574
C 1.84277 -0.14320 2.02038 -0.025 -0.088 0.294
C 1.82558 -0.46689 0.66872 -0.681 -1.142 0.630
C 0.62045 -0.90165 0.10880 0.608 0.409 -0.808
H -2.64978 -1.37810 0.96459 -0.077 -0.488 -0.041
H -1.82515 -2.21494 -0.42819 -0.252 -0.059 -0.057
H -2.17387 -0.45348 -0.39966 -0.112 -0.157 -0.433
H -1.29251 -0.99238 2.87357 -0.102 -0.412 -0.197
H 0.81053 -0.39139 3.88652 -0.102 0.309 0.105
H 2.70531 0.33162 2.46811 0.230 -0.345 0.067
H 2.75163 -0.69737 0.15883 0.062 0.898 -0.379
H 0.63425 -1.08991 -0.96288 -0.179 -0.204 0.179
C 0.32132 2.00744 -1.80512 -0.628 0.057 0.150
C -0.59922 1.01678 -2.51416 0.817 -0.903 -0.012
H 0.52386 1.82544 -0.74845 -0.001 -0.398 -0.150
H 1.25590 2.08503 -2.34745 0.232 0.144 0.022
H -0.19450 2.96402 -1.82767 0.212 0.348 -0.101
H -0.67114 1.33464 -3.55237 -0.665 0.110 0.005
H -1.54723 0.84476 -2.01338 -0.300 0.544 -0.228
H -0.19362 -0.00111 -2.59601 0.295 0.243 0.156
```
Positions in Å, forces in eV/Å.

Its SMILES is Cc1ccccc1.CC. For the energy, the calculation gives -351.30808 Ha. Its spin multiplicity is 1. The frontier orbital gap comes out at 10.078 eV. The value obtained for the HOMO energy is -9.01 eV. Its energy above the lowest of the compared OMol25 structures with the same formula, charge and spin is 58.0 kJ/mol. Its charge is 0.

***

[2]
This record from the Open Molecules 2025 dataset describes a cluster of 2 separate species, C9H14 in total in a non-equilibrium geometry. The level of theory is wB97M-V/def2-TZVPD.

Structure (XYZ):
```
23
Properties=species:S:1:pos:R:3:forces:R:3
C 3.00577 0.14019 1.34081 0.343 -1.165 -1.328
C 1.93473 0.71356 0.46391 -1.312 2.138 0.165
H 3.60634 -0.58578 0.75607 -0.298 0.217 0.365
H 3.70074 0.86110 1.69549 0.395 0.622 0.606
H 2.50230 -0.41706 2.12303 0.331 0.126 0.446
H 1.49165 1.67932 0.83866 0.177 -0.965 0.495
H 1.13682 0.01016 0.37974 -0.826 -0.561 -0.012
H 2.09050 1.06557 -0.53962 1.203 -0.431 -0.731
C -1.22892 -2.39109 -0.40540 -0.165 -0.096 -3.707
C -1.84066 1.16007 0.67071 -0.692 -0.845 1.076
C -1.29793 1.82056 -0.42679 0.614 3.915 2.231
C -1.82770 -0.19561 0.62688 -0.220 -0.957 1.121
C -1.32456 -0.91030 -0.53343 -0.863 -1.023 2.142
C -0.92388 1.22144 -1.56220 2.948 -4.449 -4.558
C -0.99320 -0.20071 -1.67348 -0.531 2.016 0.255
H -2.16526 1.74512 1.53956 0.087 -0.472 -0.379
H -1.02356 2.89845 -0.23846 -0.531 -1.121 -0.594
H -2.13032 -0.87762 1.45769 0.155 1.059 -0.539
H -0.20410 1.56793 -2.36588 -1.601 0.780 1.003
H -0.69182 -2.81717 -1.28696 0.436 0.520 0.620
H -2.19887 -2.80122 -0.80347 0.010 0.277 1.194
H -0.78927 -0.82160 -2.51604 0.626 0.364 -0.875
H -0.82881 -2.86531 0.45917 -0.287 0.051 1.005
```
Positions in Å, forces in eV/Å.

For the energy, the calculation gives -350.95751 Ha. Its spin multiplicity is 2. The frontier orbital gap (spin up / spin down) comes out at 10.434 / 6.070 eV. The value obtained for the HOMO energy (spin up / spin down) is -14.49 / -14.48 eV. Its energy above the lowest of the compared OMol25 structures with the same formula, charge and spin is 135.2 kJ/mol. Its charge is +1.

***

[3]
This record from the Open Molecules 2025 dataset describes a structure of composition C9H14AsO9OsS in a non-equilibrium geometry. The level of theory is wB97M-V/def2-TZVPD.

Structure (XYZ):
```
35
Properties=species:S:1:pos:R:3:forces:R:3
Os 0.85602 -1.12038 0.16873 -1.597 -0.677 0.414
O 3.62701 0.26053 3.14666 -0.168 -0.132 -0.208
C 2.52764 -0.20454 2.61078 0.170 0.061 0.420
O 2.43378 -0.37667 1.39792 -0.153 -0.003 -0.224
C 1.44519 -0.51165 3.61579 0.157 0.105 -0.121
O 0.25597 -0.82348 2.96514 -0.028 -0.194 0.032
C -0.76121 0.16021 2.97542 0.053 -0.028 0.068
C -0.99867 0.77178 1.61351 -0.025 0.192 -0.104
O -1.57238 1.82124 1.51246 -0.068 0.085 -0.020
O -0.66933 0.08214 0.51952 0.522 -0.237 -0.201
H 4.30134 0.40199 2.45841 0.014 0.010 0.066
H 1.36391 0.34104 4.29663 -0.017 -0.043 0.003
H 1.78208 -1.37164 4.20155 0.021 -0.010 -0.003
H -0.54857 0.97010 3.67505 -0.008 -0.035 -0.004
H -1.68505 -0.32796 3.28829 -0.077 0.056 -0.034
O -0.76357 -4.70657 1.09580 0.405 -0.163 0.669
C -0.37300 -3.68165 0.66726 -2.172 0.206 -2.388
O 0.57053 -2.86900 1.03740 1.920 1.271 0.228
C -1.13650 -3.01029 -0.70858 0.672 -1.737 2.302
O -2.10581 -3.54110 -1.12762 -0.187 0.316 -0.572
O -0.45233 -1.99233 -1.08213 0.577 1.427 -0.541
C -0.71740 2.82539 -1.63826 0.106 -0.034 0.120
As -0.23240 1.15231 -2.42653 -0.337 0.043 -0.260
C 0.36510 1.52283 -4.20848 0.059 0.009 -0.002
C -1.79915 0.06471 -2.58386 0.005 0.008 -0.026
S 1.55240 0.33639 -1.46093 0.212 -0.506 0.313
H -1.58225 3.20653 -2.18052 0.000 -0.005 -0.012
H 0.12191 3.50981 -1.74680 -0.028 0.020 0.055
H -0.96996 2.66858 -0.59045 -0.018 0.029 -0.005
H -0.45173 1.97953 -4.76609 0.011 0.002 0.012
H 0.66760 0.59324 -4.68517 -0.008 -0.008 -0.010
H 1.21190 2.20490 -4.16433 -0.002 0.002 -0.027
H -2.50282 0.67391 -3.15373 0.000 -0.008 -0.001
H -2.19669 -0.16074 -1.60092 0.006 -0.017 0.016
H -1.56354 -0.84917 -3.12190 -0.017 -0.004 0.045
```
Positions in Å, forces in eV/Å.

For the energy, the calculation gives -3752.88569 Ha. Its spin multiplicity is 1. The frontier orbital gap (spin up / spin down) comes out at 5.640 / 6.463 eV. The value obtained for the HOMO energy (spin up / spin down) is -11.77 / -12.05 eV. Its energy above the lowest of the compared OMol25 structures with the same formula, charge and spin is 150.1 kJ/mol. Its charge is +1.

***

[4]
This record from the Open Molecules 2025 dataset describes a cluster of 2 separate species, C9H14BN3O9 in total in a non-equilibrium geometry. The level of theory is wB97M-V/def2-TZVPD.

Structure (XYZ):
```
36
Properties=species:S:1:pos:R:3:forces:R:3
C 3.69687 -3.09635 0.44698 -0.334 0.094 0.261
C 3.11613 -2.02841 1.36923 0.431 0.074 -0.719
O 2.61398 -0.95489 0.58195 -0.383 -0.526 0.230
C 1.46733 -0.29376 1.10317 0.417 0.464 -0.421
C 0.26684 -0.46505 0.18360 -0.187 0.365 0.220
N -0.74945 -1.40371 0.71153 1.180 -0.331 -0.785
C -0.38013 -2.71767 0.76214 -0.497 -0.183 0.023
N 0.36939 -3.33726 -0.16204 0.299 0.847 0.785
N -0.84101 -3.44815 1.79076 0.128 -0.064 -0.834
H 3.64623 -4.06524 0.93671 0.310 -0.165 0.098
H 4.71957 -2.85368 0.19355 0.194 -0.128 -0.155
H 3.12787 -3.17469 -0.47537 -0.051 0.120 -0.171
H 3.92993 -1.64570 1.98165 -0.100 -0.018 0.458
H 2.33979 -2.45736 2.00224 -0.179 0.075 0.173
H 1.70256 0.76634 1.11675 0.071 0.177 0.068
H 1.26091 -0.57678 2.13362 -0.119 -0.195 0.106
H 0.63671 -0.71439 -0.80985 -0.032 -0.054 -0.180
H -0.23286 0.49233 0.09131 -0.292 0.053 -0.055
H -1.62893 -1.28371 0.19722 -0.515 0.362 0.730
H 1.05114 -3.99123 0.19767 -0.195 -0.352 -0.166
H 0.74962 -2.73623 -0.88143 -0.158 -0.084 -0.182
H -1.19621 -4.36958 1.60313 0.386 -0.345 0.367
H -0.90746 -3.03238 2.70032 -0.690 0.259 0.004
B -2.22029 3.65901 -1.37339 0.004 0.467 -0.140
O -1.96855 2.35593 -0.69301 -0.130 -0.062 -0.137
C -2.88250 1.49465 -1.07517 0.466 -0.070 0.411
O -2.94206 0.34951 -0.70421 0.086 -0.570 0.038
C -3.82995 2.18232 -2.06069 -0.400 0.381 -0.414
O -4.76664 1.66814 -2.59595 0.017 -0.126 0.049
O -3.41882 3.43082 -2.21077 0.227 -0.340 0.300
O -2.43388 4.73336 -0.39534 0.193 -0.175 -0.240
C -1.51652 5.68101 -0.58704 -0.341 0.138 0.409
O -1.41044 6.68871 0.04292 0.058 0.033 -0.008
C -0.62070 5.24166 -1.74989 0.297 -0.158 -0.419
O 0.31061 5.84341 -2.19123 0.029 0.042 0.037
O -1.05908 4.05904 -2.18104 -0.190 -0.004 0.263
```
Positions in Å, forces in eV/Å.

For the energy, the calculation gives -1217.81076 Ha. Its spin multiplicity is 1. The frontier orbital gap comes out at 7.336 eV. The value obtained for the HOMO energy is -9.04 eV. Its charge is 0.

***

[5]
This record from the Open Molecules 2025 dataset describes a cluster of 2 separate species, C9H14ClFN3O in total in a non-equilibrium geometry. The level of theory is wB97M-V/def2-TZVPD.

Structure (XYZ):
```
29
Properties=species:S:1:pos:R:3:forces:R:3
C 1.42821 -2.19416 -0.87671 3.343 3.383 1.853
C 4.17036 1.19732 1.18671 3.349 2.822 2.803
C 3.35488 -0.66144 -0.07482 5.302 0.720 1.489
C 2.29496 -1.33063 -0.48937 -5.877 -4.904 -2.865
C 3.18832 0.46850 0.70347 -1.526 -2.822 -2.990
C -3.05853 1.35179 0.15147 -0.219 -0.403 3.955
C -1.59628 0.99821 0.44510 -0.436 2.082 -0.285
C -1.42675 -0.55319 0.63025 3.240 2.493 0.531
C -0.74872 1.58001 -0.75256 0.064 -2.460 0.027
N 0.37740 -2.84607 -1.00894 -1.013 -0.749 -0.789
N -0.38974 0.79281 -1.70295 -0.327 1.392 0.660
N -1.58516 -1.26335 -0.65611 -4.452 -1.643 0.847
O -2.02284 -1.07538 1.75459 -1.059 -0.088 -0.163
F 1.89973 0.83576 0.72404 -0.294 0.892 1.112
Cl -0.39699 3.23481 -0.64059 0.117 0.478 -0.082
H 4.05559 1.96987 1.94104 -0.601 0.162 -0.369
H 5.24590 1.02514 1.04740 -0.787 -0.599 -0.385
H 4.34861 -1.23769 -0.17095 -1.287 1.607 0.113
H -3.23628 2.18946 -0.40999 0.002 2.369 -1.290
H -3.36899 0.56339 -0.43143 -1.824 -1.815 -1.082
H -3.65089 1.53225 1.16258 0.969 -0.853 -2.199
H -1.42891 1.67092 1.34666 0.882 -1.604 -0.789
H -0.28900 -0.59045 0.69588 -1.265 -0.506 0.826
H 0.49653 -3.80165 -1.23719 0.122 -1.376 0.079
H 0.15318 1.17363 -2.48978 -0.333 0.125 0.596
H -1.00952 -2.18948 -0.62586 -0.113 1.322 -0.646
H -1.22724 -0.55072 -1.35784 0.336 -0.592 -0.390
H -2.63343 -1.54453 -0.80670 2.336 0.828 0.069
H -2.94439 -0.74513 1.94264 1.351 -0.263 -0.635
```
Positions in Å, forces in eV/Å.

For the energy, the calculation gives -1150.42793 Ha. Its spin multiplicity is 3. The frontier orbital gap (spin up / spin down) comes out at 7.600 / 5.981 eV. The value obtained for the HOMO energy (spin up / spin down) is -10.12 / -12.36 eV. Its charge is +1.

***

[6]
This record from the Open Molecules 2025 dataset describes a structure of composition C9H14ClI2NOPPr in a non-equilibrium geometry. The level of theory is wB97M-V/def2-TZVPD.

Structure (XYZ):
```
30
Properties=species:S:1:pos:R:3:forces:R:3
I -3.62166 2.72816 0.02263 1.387 0.383 -0.613
I -1.25738 3.55436 -1.31672 -1.315 -0.092 0.442
Pr -0.71317 0.78922 0.24931 0.265 -1.429 1.170
P -1.16463 -1.40042 -1.60704 -1.293 -1.613 -1.597
C -0.58170 -1.57648 -3.38604 0.116 0.350 0.411
C -1.49655 -3.18238 -1.17556 0.055 0.386 0.224
H -3.40138 -0.76703 -0.85166 0.034 0.188 -0.599
H -3.44009 -1.43623 -2.53827 0.222 0.489 0.413
H -2.84356 0.25558 -2.29501 -0.342 -0.387 0.263
C -2.90678 -0.75443 -1.84355 0.560 -0.274 0.035
H -1.96191 -3.17574 -0.16949 0.389 -0.302 -0.506
H -2.19188 -3.65911 -1.90920 0.571 0.557 0.477
H -1.29527 -2.17655 -4.00171 0.467 0.467 0.663
H 0.40793 -2.09017 -3.37356 -0.657 0.485 -0.161
H -0.52738 -3.71999 -1.18447 -0.629 0.182 0.203
H -0.50196 -0.55248 -3.81501 0.141 -0.756 0.058
C 1.50509 0.32156 -1.52296 4.205 1.262 -3.311
O 2.38601 0.46885 -2.26964 -4.068 -0.934 3.394
Cl -1.91623 -0.81612 1.86138 0.403 0.725 -0.716
C 3.01354 2.07843 3.69877 -1.048 -0.750 -1.490
C 3.03573 0.72888 3.39911 0.687 -0.797 0.562
C 2.26302 0.12258 2.41789 -0.948 1.289 0.159
N 1.35305 0.87117 1.71388 0.300 -0.012 -0.565
C 1.34683 2.21422 1.89371 1.069 -1.019 1.452
C 2.15249 2.78478 2.88186 -0.526 1.225 -0.198
H 3.61009 2.53486 4.47106 -0.009 0.011 0.072
H 3.66946 0.11484 4.00787 0.274 -0.500 -0.025
H 2.33056 -0.95677 2.28044 -0.328 0.371 -0.225
H 0.68437 2.86663 1.30148 0.119 -0.298 0.155
H 2.06335 3.82977 3.06050 -0.098 0.793 -0.146
```
Positions in Å, forces in eV/Å.

For the energy, the calculation gives -2394.80232 Ha. Its spin multiplicity is 3. The frontier orbital gap (spin up / spin down) comes out at 6.519 / 6.529 eV. The value obtained for the HOMO energy (spin up / spin down) is -16.19 / -16.20 eV. Its charge is +2.